Below is a structure of composition C35H16BrF15GeN3O2PdS in a non-equilibrium geometry, with properties calculated with ωB97M-V/def2-TZVPD.

Positions of all 75 atoms, in Å:
Pd  -1.7922  -0.7848  -0.7397
C  -1.1148  -2.2744  -4.9446
C  -1.2778  -2.2161  -3.4635
O  -1.9200  -1.3305  -2.9246
C  -0.5743  -3.2923  -2.7101
C  -0.5677  -3.6095  -1.4083
C  0.1751  -4.7702  -0.8483
N  -1.3037  -2.7902  -0.4351
N  -1.4534  -3.3724  0.6493
C  -2.1959  -2.5372  1.6673
O  -2.7402  -1.5193  1.3076
C  -2.1591  -3.0963  3.0103
C  -2.7797  -2.3679  4.0320
C  -2.7567  -2.8501  5.3242
C  -2.1129  -4.0525  5.6003
C  -1.4932  -4.7760  4.5918
C  -1.5118  -4.3009  3.2916
H  -1.7374  -1.5260  -5.4251
H  -1.3493  -3.2719  -5.3179
H  -0.0643  -2.0845  -5.1759
H  0.0010  -3.9456  -3.3557
H  0.6344  -5.3287  -1.6594
H  -0.4798  -5.4304  -0.2837
H  0.9526  -4.4215  -0.1659
H  -3.2676  -1.4327  3.7946
H  -3.2341  -2.2959  6.1199
H  -2.0951  -4.4275  6.6149
H  -0.9972  -5.7090  4.8187
H  -1.0367  -4.8616  2.5008
Br  -5.4648  4.7571  -1.2874
C  -4.3847  3.2355  -1.1773
C  -4.9484  1.9927  -0.9295
C  -4.1094  0.9006  -0.8529
N  -2.7835  0.9932  -1.0052
C  -2.2481  2.1941  -1.2541
C  -3.0125  3.3409  -1.3506
H  -6.0126  1.8686  -0.7973
H  -4.5066  -0.0876  -0.6553
H  -1.1795  2.2252  -1.4012
H  -2.5455  4.2902  -1.5630
F  1.2657  4.0091  -1.5337
C  0.5908  3.9615  -0.3764
C  0.6062  2.8214  0.4101
C  -0.1174  2.8820  1.5928
F  -0.1322  1.8327  2.4193
C  -0.8354  3.9986  1.9786
F  -1.5270  4.0098  3.1106
C  -0.8368  5.1174  1.1573
F  -1.5337  6.1897  1.4976
C  -0.1178  5.1026  -0.0279
F  -0.1150  6.1717  -0.8180
Ge  1.5846  1.1967  -0.0359
S  0.3805  -0.6272  0.2674
C  3.0699  0.9227  1.1948
C  3.3208  1.6893  2.3201
F  2.5655  2.7606  2.6007
C  4.3561  1.4095  3.1969
F  4.5667  2.1711  4.2640
C  5.1837  0.3256  2.9465
F  6.1815  0.0468  3.7699
C  4.9663  -0.4620  1.8260
F  5.7604  -1.4988  1.5769
C  3.9185  -0.1496  0.9793
F  3.7409  -0.9314  -0.0992
C  2.3767  1.3401  -1.8214
C  3.5782  2.0144  -1.9850
F  4.1389  2.6341  -0.9366
C  4.2425  2.1067  -3.1957
F  5.3928  2.7600  -3.2948
C  3.6850  1.5099  -4.3162
F  4.2963  1.5798  -5.4871
C  2.4748  0.8480  -4.1984
F  1.9177  0.2795  -5.2699
C  1.8458  0.7849  -2.9661
F  0.6561  0.1580  -2.9381

Energy above the lowest of the compared OMol25 structures with the same formula, charge and spin ... 109.43 kJ/mol
Total charge ... +1
Molar mass ... 1086.5 g/mol

=====

Below is a cluster of 2 separate species, C4H8NO2 in total in a non-equilibrium geometry, with properties calculated with ωB97M-V/def2-TZVPD.

Positions of all 15 atoms, in Å:
C  -1.4628  -1.3590  0.7158
C  -1.2884  0.1339  0.7707
C  -0.0575  0.6963  0.6463
N  0.1319  2.0801  0.3661
H  -0.4828  -1.8759  0.7125
H  -2.0391  -1.6458  1.6128
H  -1.9992  -1.7505  -0.1485
H  -2.1868  0.7725  0.7245
H  0.8862  0.1425  0.6690
H  0.9340  2.2264  -0.2290
H  -0.7335  2.5598  0.1318
O  2.2727  0.7103  -1.1425
C  2.0934  -0.4889  -1.5010
O  1.4834  -1.4027  -0.8169
H  2.4484  -0.7990  -2.5117

Energy above the lowest of the compared OMol25 structures with the same formula, charge and spin ... 115.51 kJ/mol
Total charge ... -1
Molar mass ... 102.1 g/mol

=====

Below is an isolated molecule of C2H7NO4S2 in a non-equilibrium geometry, with properties calculated with ωB97M-V/def2-TZVPD.

Positions of all 16 atoms, in Å:
C  -2.0835  0.9081  0.8101
S  -0.4926  0.1728  1.4153
O  -0.4868  -0.1052  2.8059
O  0.6418  0.9797  0.9436
O  -0.3325  -1.1732  0.4755
S  0.2367  -1.0358  -1.0493
C  1.9694  -1.2831  -0.4936
N  -0.3131  0.2382  -1.6693
O  -0.2527  -2.2345  -1.6762
H  -2.5618  -0.0421  0.6153
H  -2.6503  1.3575  1.6934
H  -1.8180  1.4618  -0.0090
H  2.6380  -0.8635  -1.1705
H  1.8294  -0.9382  0.5076
H  2.2115  -2.3346  -0.4229
H  -0.0284  1.1669  -1.5873

Energy above the lowest of the compared OMol25 structures with the same formula, charge and spin ... 180.67 kJ/mol
SMILES ... CS(=O)(=O)O[S@](C)(=N)=O
Molar mass ... 173.2 g/mol

=====

Below is an isolated molecule of C17H23N3O3, with properties calculated with ωB97M-V/def2-TZVPD.

Positions of all 46 atoms, in Å:
C  -6.4901  -0.4794  -0.3625
C  -5.4155  -1.0488  0.5529
O  -4.2459  -0.2348  0.5651
C  -3.3931  -0.4192  -0.4736
O  -3.5541  -1.2502  -1.3384
N  -2.3585  0.4485  -0.4428
C  -2.0754  1.3569  0.6466
C  -0.7877  0.9078  1.3599
N  0.3320  0.7768  0.4530
C  0.9784  2.0152  0.0683
C  2.4518  2.0304  0.5572
O  3.0189  3.3078  0.3635
C  3.2254  0.9310  -0.1034
C  3.9890  1.0039  -1.2323
N  4.4942  -0.2320  -1.5402
C  4.0620  -1.1322  -0.6100
C  4.2978  -2.4969  -0.4970
C  3.7127  -3.1575  0.5607
C  2.9126  -2.4810  1.4866
C  2.6753  -1.1298  1.3801
C  3.2528  -0.4353  0.3180
C  0.0047  -0.1224  -0.6339
C  -1.2681  0.3014  -1.3845
H  -6.1352  -0.4836  -1.3900
H  -7.3866  -1.0892  -0.2960
H  -6.7302  0.5413  -0.0738
H  -5.7523  -1.0691  1.5920
H  -5.1433  -2.0585  0.2288
H  -1.9383  2.3620  0.2288
H  -2.9175  1.3685  1.3354
H  -0.9620  -0.0736  1.8126
H  -0.5288  1.6131  2.1511
H  0.4771  2.8814  0.5115
H  0.9777  2.1485  -1.0209
H  2.4569  1.8742  1.6404
H  3.0684  3.4780  -0.5833
H  4.2345  1.8497  -1.8477
H  5.1097  -0.4336  -2.3092
H  4.9166  -3.0175  -1.2134
H  3.8739  -4.2188  0.6801
H  2.4758  -3.0393  2.3018
H  2.0514  -0.6127  2.0912
H  -0.1505  -1.1169  -0.2050
H  0.8511  -0.1778  -1.3188
H  -1.1111  1.2627  -1.8880
H  -1.5563  -0.4491  -2.1208

Energy above the lowest of the compared OMol25 structures with the same formula, charge and spin ... 180.99 kJ/mol
SMILES ... CCOC(=O)N1CCN(C[C@H](O)c2c[nH]c3ccccc23)CC1
Molar mass ... 317.4 g/mol

=====

Below is a cluster of 2 separate species, C3H11N2 in total in a non-equilibrium geometry, with properties calculated with ωB97M-V/def2-TZVPD.

Positions of all 16 atoms, in Å:
C  -2.6223  0.3253  0.4254
N  -1.8171  -0.6309  0.7831
H  -2.6255  0.6975  -0.5078
H  -3.3229  0.8481  0.9598
H  -2.2332  -1.0980  1.7084
H  1.2028  -1.8762  -0.2646
C  0.9561  1.1545  -0.8445
C  1.8190  0.0468  -0.3738
N  0.8823  -1.0988  0.3703
H  0.2070  0.8062  -1.6164
H  1.4523  1.8916  -1.3932
H  0.3158  1.4649  -0.0235
H  2.4630  0.3518  0.4113
H  2.3298  -0.5149  -1.2539
H  -0.2113  -1.0838  0.3018
H  1.2043  -1.2842  1.3176

Energy above the lowest of the compared OMol25 structures with the same formula, charge and spin ... 213.55 kJ/mol
Total charge ... +1
Molar mass ... 75.1 g/mol

=====

Below is a cluster of 7 separate species, C29H53FNO11S5 in total in a non-equilibrium geometry, with properties calculated with ωB97M-V/def2-TZVPD.

Positions of all 100 atoms, in Å:
C  49.7420  14.1990  17.0930
C  50.9300  13.7670  16.2450
O  51.7030  12.9250  16.6980
N  51.1450  14.2370  14.8980
H  50.8690  15.1910  14.8060
H  52.1320  14.1550  14.5140
C  50.1270  13.7900  13.8630
H  49.0260  13.4220  16.9110
H  49.5070  15.4810  17.0810
H  50.1430  14.0560  18.2110
H  49.9280  12.7020  13.9590
H  50.6870  13.8760  12.9700
H  49.1960  14.4490  13.6760
F  48.7860  11.0690  16.7040
C  47.6550  10.8300  17.6340
C  46.4020  10.8120  17.2740
C  45.4020  10.4940  18.2010
C  45.7440  10.4540  19.5500
C  47.2100  10.4670  19.8730
C  48.1170  10.6660  18.8930
H  46.2360  10.9570  16.1020
H  44.4370  10.4990  17.9960
H  44.9200  10.1780  20.2850
H  47.3580  10.2240  20.9330
H  48.9990  10.4890  19.2990
C  49.8770  8.2710  15.3880
C  48.7520  7.3370  15.1690
C  48.6450  6.9530  13.8430
S  49.1390  8.2920  12.8260
O  47.9960  9.0800  12.4280
O  50.0300  7.8380  11.8320
C  49.9840  9.1950  14.1110
H  50.6970  7.4580  15.5640
H  49.7290  8.6940  16.4950
H  47.9310  7.8220  15.1890
H  48.5600  6.7080  15.9130
H  47.8800  6.3530  13.4930
H  49.3790  6.2330  13.5000
H  49.6130  10.0760  14.3460
H  50.9860  9.4110  13.7560
C  48.4880  18.7480  16.8390
C  47.6110  18.2030  15.6660
C  48.3370  18.4930  14.4520
S  49.9760  18.3070  14.8110
O  50.8860  19.0430  14.0270
O  50.2250  16.9190  14.9350
C  49.8770  19.0050  16.4590
H  48.5530  18.0710  17.7830
H  48.2050  19.6330  17.0160
H  46.5640  18.7150  15.5110
H  47.3240  17.2690  15.8090
H  48.0450  19.5550  14.1280
H  48.0840  18.0890  13.5610
H  50.1670  20.0700  16.3530
H  50.6570  18.7910  17.2160
C  50.8110  17.2690  8.7760
C  51.0120  18.5900  9.6790
C  50.2530  18.4690  10.8620
S  50.5730  16.7350  11.2830
O  49.3210  16.1370  11.7550
O  51.6260  16.6590  12.1480
C  50.8980  16.0320  9.6380
H  51.2910  17.0130  7.7880
H  49.7640  17.5380  8.4130
H  50.6380  19.4620  9.1420
H  52.0060  18.6370  9.9810
H  49.0740  18.5930  10.7790
H  50.2240  19.1740  11.6520
H  50.0390  15.1800  9.4830
H  51.8400  15.4730  9.6860
C  44.9880  17.1570  20.5080
C  44.2890  15.8160  20.1240
C  45.2450  14.9710  19.5070
S  46.3570  15.9650  18.5990
O  45.9510  15.8950  17.3080
O  47.7320  15.6180  19.0310
C  45.7690  17.5160  19.4310
H  45.6200  17.1380  21.4830
H  44.2410  17.8880  20.7060
H  43.6110  16.1080  19.4190
H  43.4390  15.3730  20.8410
H  45.0800  14.2650  18.8660
H  45.9000  14.5270  20.5060
H  45.1180  18.1650  18.7440
H  46.4810  18.3550  19.5310
C  46.8860  13.6660  11.5020
C  45.4920  13.8980  11.7960
C  45.2440  13.7490  13.2030
S  46.3160  12.3450  13.5580
O  45.4880  11.1680  13.5660
O  47.2200  12.6650  14.5890
C  47.1850  12.1870  12.0860
H  47.5130  14.6450  11.7600
H  47.2340  13.5780  10.5170
H  44.7130  13.2780  11.3040
H  45.1810  14.8450  11.4510
H  44.2420  13.5900  13.6430
H  45.5420  14.6000  13.7390
H  46.6450  11.4010  11.6270
H  48.1970  11.8540  12.1260

Energy above the lowest of the compared OMol25 structures with the same formula, charge and spin ... 236.76 kJ/mol
Total charge ... +1
Molar mass ... 771.1 g/mol

=====

Below is a structure of composition C27H18AsCoI2NOS in a non-equilibrium geometry, with properties calculated with ωB97M-V/def2-TZVPD.

Positions of all 52 atoms, in Å:
Co  -0.2640  -0.1077  -1.6680
I  -3.0736  -1.7677  -5.4030
C  -2.5271  -2.8636  -3.7086
C  -2.8739  -4.1963  -3.5237
C  -2.4711  -4.8847  -2.3975
I  -3.0771  -6.8922  -2.1669
C  -1.6551  -4.2661  -1.4139
C  -1.1418  -4.8769  -0.2550
C  -0.3440  -4.1501  0.5968
C  -0.0522  -2.8168  0.2980
N  -0.5124  -2.2096  -0.7753
C  -1.3054  -2.9077  -1.6131
C  -1.7587  -2.1731  -2.7614
O  -1.4292  -0.9466  -2.8802
H  -3.4709  -4.6824  -4.2819
H  -1.3602  -5.9106  -0.0362
H  0.0647  -4.5992  1.4883
H  0.5857  -2.2302  0.9548
S  1.1426  1.1491  -2.9017
C  1.8534  2.3629  -1.8664
C  2.3240  3.5462  -2.4378
C  2.8587  4.5334  -1.6339
C  2.9521  4.3433  -0.2630
C  2.4999  3.1626  0.3112
C  1.9340  2.1738  -0.4770
As  1.1694  0.5156  0.1958
C  1.6664  0.6169  2.0962
C  2.9747  0.2450  2.4005
C  3.4289  0.3284  3.7047
C  2.5679  0.7496  4.7079
C  1.2672  1.1178  4.4054
C  0.8124  1.0531  3.0986
C  -0.7340  1.0530  0.2193
C  -1.2312  2.1314  -0.5365
C  -2.5885  2.4255  -0.5356
C  -3.4590  1.6905  0.2499
C  -2.9790  0.6523  1.0351
C  -1.6394  0.3147  0.9986
H  2.2511  3.6699  -3.5059
H  3.2128  5.4492  -2.0780
H  3.3783  5.1083  0.3656
H  2.5878  3.0114  1.3809
H  3.6245  -0.0990  1.5969
H  4.4466  0.0579  3.9415
H  2.9104  0.7813  5.7303
H  0.6021  1.4554  5.1857
H  -0.2004  1.3488  2.8514
H  -0.5482  2.7851  -1.0720
H  -2.9659  3.2381  -1.1387
H  -4.5134  1.9183  0.2506
H  -3.6603  0.1078  1.6712
H  -1.2793  -0.5161  1.5957

Total charge ... +1
Molar mass ... 792.2 g/mol
E ... -157324.439 eV
2S+1 ... 5
<S²> ... 6.048

=====

Below is an isolated molecule of C5H6O2, with properties calculated with ωB97M-V/def2-TZVPD.

Positions of all 13 atoms, in Å:
O  1.7082  -1.9849  -2.5133
C  0.9486  -1.5789  -1.6711
C  1.4194  -1.1523  -0.2886
C  0.4359  -0.3662  0.4495
C  -0.2861  0.4172  1.0123
C  -1.0684  1.5435  1.5406
O  -2.3737  1.6228  1.0102
H  -0.1416  -1.5017  -1.8593
H  1.7229  -2.0570  0.2511
H  2.3219  -0.5464  -0.4235
H  -1.1629  1.4859  2.6284
H  -0.4880  2.4503  1.3138
H  -2.3022  1.4784  0.0585

Energy above the lowest of the compared OMol25 structures with the same formula, charge and spin ... 237.04 kJ/mol
SMILES ... O=CCC#CCO
Molar mass ... 98.1 g/mol